# 1
DFT (ωB97M-V/def2-TZVPD) results for a cluster of 11 separate species, C40H111N9O11 in total.

Calculated values
Charge: +1
Gap between HOMO and LUMO (alpha / beta) (eV): 7.8 / 2.1
E_HOMO (alpha / beta) (eV): -10.2575 / -10.2547
Energy relative to the best compared isomer or geometry (same formula, charge and spin) (kcal/mol): 0.0
⟨S²⟩: 0.76
Molar mass (g mol⁻¹): 894.38
LUMO level (alpha / beta) (eV): -2.476 / -8.172
Spin multiplicity: 2
F_max (eV/Å): 3.81

Structure (XYZ):
```
171
C40H111N9O11 ωB97M-V/def2-TZVPD
C 6.4117 -16.3036 -18.0669
C 7.6667 -17.1335 -18.2200
O 7.2953 -18.4626 -18.0459
H 5.6860 -16.4458 -18.8677
H 6.7080 -15.2562 -18.0098
H 5.8742 -16.5439 -17.1496
H 8.4190 -16.8989 -17.4669
H 8.0641 -16.8939 -19.2064
H 6.6717 -18.6743 -18.7444
C 4.6730 -13.9799 -20.5134
C 4.8728 -14.6919 -21.8181
O 3.6651 -15.1671 -22.3210
H 4.1190 -13.0412 -20.5070
H 5.6249 -13.6552 -20.0932
H 4.2493 -14.6332 -19.7507
H 5.5935 -15.4959 -21.6684
H 5.4366 -14.0364 -22.4819
H 3.7292 -15.7032 -23.1147
C 11.8944 -17.3250 -18.4520
C 11.4570 -16.0143 -19.0660
C 12.0761 -14.8505 -18.2473
O 11.7003 -13.5854 -18.9093
C 12.3549 -12.4414 -18.3319
N 11.9010 -16.1167 -20.4429
H 11.4513 -18.1889 -18.9474
H 11.7058 -17.2488 -17.3811
H 12.9653 -17.5068 -18.5420
H 10.3700 -15.9569 -19.0096
H 13.1520 -15.0227 -18.2767
H 11.7025 -14.9340 -17.2268
H 13.4276 -12.5211 -18.5079
H 12.1614 -12.3530 -17.2628
H 11.8900 -11.5424 -18.7367
H 11.5467 -15.2768 -20.8778
H 12.8722 -15.8400 -20.4235
C 8.3715 -21.4054 -19.6166
C 7.4146 -22.3413 -20.3623
C 7.9161 -23.8546 -20.2579
O 9.2135 -24.0312 -20.8440
C 9.7484 -25.2931 -20.6132
N 6.0482 -22.2324 -19.8557
H 9.2902 -21.2851 -20.1908
H 8.7661 -21.8475 -18.7017
H 7.9947 -20.3981 -19.4392
H 7.2609 -22.0056 -21.3879
H 7.2615 -24.5557 -20.7757
H 8.0056 -24.0697 -19.1931
H 10.6640 -25.3529 -21.2014
H 9.1799 -26.0710 -21.1230
H 9.8724 -25.5485 -19.5608
H 6.0649 -22.7412 -18.9834
H 5.4051 -22.7473 -20.4400
C 4.6337 -25.4753 -18.5677
C 5.5916 -25.5142 -17.3294
C 5.4333 -24.2168 -16.4973
O 5.7904 -23.0747 -17.2636
C 5.5963 -21.8780 -16.5614
N 5.3130 -26.6835 -16.5677
H 4.6736 -26.3668 -19.1936
H 4.8425 -24.5695 -19.1370
H 3.5761 -25.3618 -18.3293
H 6.6154 -25.5711 -17.6989
H 6.1147 -24.2399 -15.6468
H 4.4053 -24.1555 -16.1401
H 4.6219 -21.8089 -16.0779
H 5.7085 -21.0091 -17.2099
H 6.3505 -21.6063 -15.8229
H 5.3841 -27.5277 -17.1176
H 5.9854 -26.7726 -15.8193
C 6.7556 -18.5615 -21.9037
C 5.2777 -18.8907 -21.4286
C 4.6176 -19.9932 -22.2839
O 4.4506 -19.4827 -23.5825
C 3.8079 -20.3788 -24.4495
N 5.3022 -19.3370 -20.0225
H 6.7885 -18.0373 -22.8588
H 7.2137 -19.5501 -21.9328
H 7.2981 -17.9542 -21.1792
H 4.6817 -17.9828 -21.3354
H 3.6675 -20.2490 -21.8150
H 5.1427 -20.9478 -22.2500
H 4.4027 -21.2815 -24.5895
H 3.6029 -19.8494 -25.3800
H 2.8006 -20.5844 -24.0874
H 4.3324 -19.4045 -19.7486
H 5.7172 -20.2562 -19.9690
C 11.3450 -21.5969 -11.6671
C 10.9248 -20.3805 -12.5554
C 10.6674 -20.7634 -14.0477
O 10.4351 -19.5648 -14.7521
C 9.9083 -19.8214 -16.0620
N 9.6614 -19.8810 -11.9640
H 10.5182 -22.2475 -11.3821
H 11.7621 -21.2048 -10.7396
H 12.1336 -22.1397 -12.1883
H 11.7666 -19.6890 -12.5914
H 9.7956 -21.4171 -14.0730
H 11.5905 -21.1906 -14.4397
H 9.2666 -20.6909 -16.2046
H 10.6470 -19.9313 -16.8558
H 9.3156 -18.9848 -16.4318
H 9.0853 -20.7073 -11.8906
H 9.1984 -19.2892 -12.6390
C 3.3468 -17.9221 -17.5398
C 2.1115 -18.4276 -18.3208
C 1.6485 -17.4174 -19.3956
O 1.2489 -16.1911 -18.7233
C 0.9005 -15.0723 -19.5836
N 2.4627 -19.6996 -18.9733
H 3.9406 -17.4110 -18.2976
H 3.9488 -18.7264 -17.1169
H 3.0122 -17.2486 -16.7508
H 1.2893 -18.6099 -17.6287
H 0.7853 -17.7931 -19.9450
H 2.4580 -17.2380 -20.1032
H 0.4319 -14.2364 -19.0642
H 0.2121 -15.4088 -20.3588
H 1.8151 -14.7023 -20.0469
H 2.6481 -20.5256 -18.4223
H 1.6210 -19.9536 -19.4705
C 11.6224 -12.9704 -14.2939
C 10.9975 -13.5201 -12.9651
C 10.3769 -14.9519 -13.1080
O 9.5073 -14.9545 -14.2300
C 9.1935 -16.2610 -14.7257
N 12.1242 -13.5984 -12.0359
H 12.3327 -13.6722 -14.7309
H 12.1575 -12.0308 -14.1567
H 10.8702 -12.8068 -15.0657
H 10.1289 -12.9249 -12.6834
H 9.9026 -15.4331 -12.2527
H 11.1791 -15.6413 -13.3713
H 8.3505 -16.2002 -15.4140
H 8.9067 -16.8820 -13.8770
H 10.0020 -16.6557 -15.3410
H 11.8912 -14.2321 -11.2848
H 12.2778 -12.6689 -11.6718
C 9.5577 -14.7231 -22.1087
C 10.0255 -13.2755 -22.2993
C 8.9887 -12.1718 -21.9017
O 7.6987 -12.3653 -22.4604
C 7.6064 -12.1736 -23.8407
N 11.2902 -13.1876 -21.6205
H 8.6822 -14.9858 -22.7025
H 9.4189 -15.1272 -21.1060
H 10.3909 -15.3567 -22.4127
H 10.3020 -13.1313 -23.3438
H 9.4165 -11.1968 -22.1348
H 8.9365 -12.2391 -20.8151
H 8.4162 -12.5480 -24.4671
H 7.5138 -11.1214 -24.1097
H 6.6760 -12.6116 -24.2020
H 11.2212 -13.2654 -20.6158
H 11.6848 -12.2678 -21.7561
C 5.3281 -12.3324 -14.7242
C 6.4176 -13.4094 -15.0140
C 7.4223 -13.1042 -16.1265
O 6.8708 -12.2390 -17.1969
C 7.7174 -12.0833 -18.3403
N 7.0552 -13.7374 -13.7771
H 5.7700 -11.5780 -14.0733
H 4.5087 -12.7767 -14.1590
H 4.9680 -11.7879 -15.5971
H 5.9454 -14.3424 -15.3219
H 7.8125 -14.0446 -16.5159
H 8.2230 -12.5226 -15.6698
H 7.4724 -11.1568 -18.8595
H 7.4315 -12.9046 -18.9974
H 8.7743 -12.0144 -18.0826
H 7.2371 -12.8738 -13.2860
H 7.8904 -14.2959 -13.8800
```

***

# 2
DFT (ωB97M-V/def2-TZVPD) results for a structure of composition C24H41IN2O4SiSr.

Calculated values
Gap between HOMO and LUMO (eV): 7.3
E_HOMO (eV): -8.0104
Molar mass (g mol⁻¹): 664.21
LUMO level (eV): -0.666
F_max (eV/Å): 1.64

Structure (XYZ):
```
74
C24H41IN2O4SiSr ωB97M-V/def2-TZVPD
C 3.0877 3.7654 0.8174
C 4.1563 2.7396 0.4370
H 2.7662 4.3486 -0.0509
H 3.5397 4.4689 1.5421
H 2.1827 3.3700 1.3132
H 3.8544 1.9813 -0.3037
H 5.0052 3.3000 -0.0029
H 4.5623 2.2285 1.3307
C -2.7654 1.1113 -0.8765
C -4.0160 0.9576 -1.4980
C -4.2445 -0.1785 -2.2691
C -3.2435 -1.1432 -2.3892
H -2.5158 1.9648 -0.2320
H -4.7584 1.7369 -1.3646
H -5.1793 -0.3514 -2.8000
H -3.3616 -2.0494 -2.9632
N -1.7813 0.2274 -1.0480
C -2.0092 -0.9098 -1.7329
C -0.9336 -1.9193 -1.7730
N 0.2072 -1.6199 -1.1029
C 1.1821 -2.5451 -1.0687
C -0.0544 -4.0593 -2.5087
C 1.0934 -3.7616 -1.7668
H 2.0523 -2.2663 -0.4693
H 1.9282 -4.4465 -1.7338
C -1.0768 -3.1200 -2.4920
H -1.9984 -3.2820 -3.0592
H -0.1702 -4.9731 -3.0869
Sr 0.8646 1.1517 0.1099
I -0.3123 4.0631 0.1164
C -2.0277 -3.7164 3.7494
C -1.8081 -2.2417 4.1024
C -2.7175 -1.4080 3.2144
C -2.1309 -2.0489 5.5925
O -0.4227 -1.9080 3.7929
Si 0.3065 -0.4281 3.5701
O 0.1977 0.2289 2.1139
O -0.2099 0.3921 4.9125
C -0.7949 1.6612 5.2739
C -1.1410 2.4708 4.0343
C -2.0586 1.4359 6.0984
C 0.1660 2.4662 6.1418
O 1.8697 -0.9084 3.9185
C 3.0691 -0.2415 3.4610
C 2.9876 0.2294 2.0239
C 3.3474 0.9964 4.3228
C 4.1740 -1.2948 3.5163
H -3.1004 -3.9641 3.8623
H -1.4757 -4.4015 4.4026
H -1.7520 -3.9100 2.7088
H -3.7464 -1.7684 3.3275
H -2.6865 -0.3580 3.4996
H -2.3868 -1.5196 2.1726
H -1.7423 -2.8812 6.2056
H -1.6981 -1.1277 5.9817
H -3.2266 -2.0137 5.7396
H -1.8070 1.9171 3.3683
H -1.6552 3.3997 4.3323
H -0.2324 2.7588 3.4857
H -1.8395 0.8933 7.0316
H -2.4412 2.4262 6.3912
H -2.8545 0.9405 5.5299
H 0.4502 1.9219 7.0478
H 1.0696 2.7761 5.6011
H -0.3544 3.3907 6.4551
H 2.3798 1.1407 2.0274
H 4.0011 0.4787 1.6754
H 2.5338 -0.5456 1.3970
H 3.5121 0.7456 5.3787
H 4.2539 1.5057 3.9619
H 2.5127 1.7070 4.2478
H 4.3763 -1.6535 4.5307
H 3.9070 -2.1413 2.8631
H 5.1125 -0.8615 3.1317
```

***

# 3
DFT (ωB97M-V/def2-TZVPD) results for a structure of composition C19H34N2O6S5SiTi.

Calculated values
Charge: -2
Gap between HOMO and LUMO (alpha / beta) (eV): 4.8 / 5.5
E_HOMO (alpha / beta) (eV): -0.4832 / -1.2130
Energy relative to the best compared isomer or geometry (same formula, charge and spin) (kcal/mol): 40.0
⟨S²⟩: 2.02
Molar mass (g mol⁻¹): 622.78
LUMO level (alpha / beta) (eV): 4.322 / 4.321
Spin multiplicity: 3
F_max (eV/Å): 4.04

Structure (XYZ):
```
68
C19H34N2O6S5SiTi ωB97M-V/def2-TZVPD
Ti -0.3872 -2.6328 -0.2949
C -4.7752 -2.4512 0.6908
C -3.4082 -2.6624 0.0319
N -2.3837 -1.8840 0.2408
O -2.6887 -0.7873 1.0820
C -3.1519 -3.7626 -0.9155
C -4.3171 -4.6000 -1.4403
N -1.8588 -3.8176 -1.3076
O -1.6086 -4.6246 -2.2874
H -4.6823 -2.2197 1.7207
H -5.2479 -3.4139 0.6884
H -5.4729 -1.6635 0.2805
H -1.8498 -0.2468 1.0283
H -4.8039 -4.2587 -2.3600
H -5.1155 -4.7078 -0.7126
H -3.9478 -5.6246 -1.5731
O 4.1858 -4.6737 4.6090
C 3.4341 -4.3248 3.7320
S 1.6829 -4.3778 3.8801
C 1.1836 -3.6660 2.3648
C 2.2667 -3.2913 1.6234
S 2.1015 -2.5345 0.0368
S 3.8760 -3.5902 2.1598
S -0.4689 -3.5782 1.9871
C 1.9631 0.5508 2.2354
C 0.5994 1.1410 1.9815
C -0.2090 0.6211 3.0858
C 0.5695 2.6959 2.1344
O -0.0025 0.6473 0.8065
Si 0.5233 0.7179 -0.7760
S -0.1064 -0.7559 -2.1090
O 0.0868 2.2020 -1.3623
C -1.2221 2.7604 -1.5061
C -1.6248 2.6343 -3.0284
C -2.3403 2.0712 -0.6413
C -1.2143 4.2185 -1.0558
O 2.1724 0.9024 -0.5882
C 3.1771 1.3324 -1.4950
C 4.5395 0.9122 -0.8371
C 3.0339 0.7405 -2.9301
C 3.1716 2.8772 -1.6000
H 2.1827 0.7832 3.2475
H 2.7352 1.0030 1.5611
H 2.0291 -0.5631 2.0565
H 0.2786 0.8377 4.0625
H -0.2577 -0.4744 2.9702
H -1.1150 1.0441 3.0602
H 0.9241 2.9054 3.1173
H -0.4481 3.1403 2.0594
H 1.2445 3.1509 1.3783
H -1.4793 1.6151 -3.4169
H -0.9369 3.2243 -3.6828
H -2.6273 3.0885 -3.2272
H -2.6144 1.0557 -0.9372
H -3.2113 2.7090 -0.7324
H -1.9963 1.9764 0.3834
H -0.3105 4.6558 -1.5203
H -1.0551 4.2480 0.0150
H -2.0930 4.7271 -1.3743
H 4.3029 -0.2262 -0.4752
H 4.7111 1.5805 -0.0013
H 5.3741 1.0269 -1.5805
H 3.0376 -0.4168 -2.7399
H 3.9718 1.0744 -3.4555
H 2.0967 1.0576 -3.3584
H 3.6912 3.2592 -0.7253
H 2.1892 3.4108 -1.7788
H 3.6965 3.2313 -2.4846
```

***

# 4
DFT (ωB97M-V/def2-TZVPD) results for a structure of composition C11H10ClF3GdO3S.

Calculated values
Charge: -1
Gap between HOMO and LUMO (alpha / beta) (eV): 7.4 / 5.3
E_HOMO (alpha / beta) (eV): -4.6262 / -4.3540
Energy relative to the best compared isomer or geometry (same formula, charge and spin) (kcal/mol): 3.9
⟨S²⟩: 16.05
Molar mass (g mol⁻¹): 471.96
LUMO level (alpha / beta) (eV): 2.776 / 0.985
Spin multiplicity: 8
F_max (eV/Å): 4.79

Structure (XYZ):
```
30
C11H10ClF3GdO3S ωB97M-V/def2-TZVPD
C -1.6107 0.7991 0.0862
C -2.2384 -0.3303 -0.5497
C -1.8212 -0.3519 -1.9296
H -2.9409 -1.0228 -0.0899
C -0.9348 0.7519 -2.1240
C -0.7960 1.4384 -0.8833
H -0.2121 2.3447 -0.7161
H -1.7655 1.1138 1.1217
H -2.1679 -1.0409 -2.7030
H -0.4752 1.0575 -3.0652
Gd 0.2411 -1.7738 -0.5456
Cl 0.2342 -1.7473 1.9495
C 0.9026 -4.1238 -0.4361
C 0.9761 -3.7631 -1.8173
C -0.3473 -3.4892 -2.2894
H 1.8659 -3.7129 -2.4337
C -1.2530 -3.7110 -1.1964
C -0.4794 -4.0964 -0.0553
H -0.8941 -4.3603 0.9190
H 1.7378 -4.3101 0.2313
H -0.6423 -3.2781 -3.3222
H -2.3429 -3.8020 -1.2894
F 4.8163 1.1303 -0.2058
C 4.2241 -0.0928 -0.0779
F 5.1580 -1.0514 -0.3035
F 3.7708 -0.2209 1.1930
S 2.8072 -0.2561 -1.2743
O 1.6594 0.4157 -0.6344
O 3.3242 0.2651 -2.4984
O 2.4882 -1.7155 -1.2645
```

***

# 5
DFT (ωB97M-V/def2-TZVPD) results for the molecule C3H8N2OS.

Calculated values
Gap between HOMO and LUMO (eV): 9.3
E_HOMO (eV): -8.4797
Energy relative to the best compared isomer or geometry (same formula, charge and spin) (kcal/mol): 69.9
Molar mass (g mol⁻¹): 120.18
LUMO level (eV): 0.781
F_max (eV/Å): 2.43
SMILES: CO/N=C(/C)NS

Structure (XYZ):
```
15
C3H8N2OS ωB97M-V/def2-TZVPD
C -2.7145 -0.7575 -0.0722
C 0.4927 0.3884 -0.0233
C 1.2653 1.6753 -0.0665
H -3.1516 -0.2093 0.7847
H -3.0470 -0.4262 -1.0707
H -3.0684 -1.7958 -0.0371
H 1.9042 1.8062 0.8069
H 1.8915 1.6708 -0.9685
H 0.5374 2.4842 -0.1628
H 0.6898 -1.6614 -0.1358
H 3.3055 -0.8690 1.0908
N -0.8157 0.4115 -0.0409
N 1.1829 -0.7932 0.0635
O -1.3035 -0.8992 -0.0132
S 2.8314 -1.0248 -0.1549
```

***

# 6
DFT (ωB97M-V/def2-TZVPD) results for a cluster of 2 separate species, C4H10N2O2 in total.

Calculated values
Gap between HOMO and LUMO (eV): 7.8
E_HOMO (eV): -7.2611
Energy relative to the best compared isomer or geometry (same formula, charge and spin) (kcal/mol): 84.0
Molar mass (g mol⁻¹): 118.14
LUMO level (eV): 0.521
F_max (eV/Å): 1.07

Structure (XYZ):
```
18
C4H10N2O2 ωB97M-V/def2-TZVPD
C -0.4502 0.7855 0.8881
C 0.0906 1.5074 -0.3394
C 1.4350 0.8932 -0.7588
C -1.3374 -0.9363 -0.1273
N -1.5674 -1.8317 0.8746
N 1.3542 -0.5866 -0.5398
O 0.3261 0.3720 1.7828
O -2.0789 -0.7817 -1.0874
H 1.6877 -0.8036 0.3978
H -1.4917 1.0577 1.1275
H -1.0154 -1.7483 1.7158
H -2.4570 -2.3103 0.9384
H 1.8347 -1.1408 -1.2391
H 0.1764 -0.8272 -0.4146
H -0.6432 1.4215 -1.1441
H 0.2361 2.5653 -0.1092
H 2.2505 1.2876 -0.1547
H 1.6499 1.0763 -1.8105
```